No. 1
C12H26FeNO2P2 | ωB97M-V/def2-TZVPD

<S²> ... 8.80
Frontier orbital gap (spin up / spin down) ... 7.74 / 7.96 eV
Charge ... +2
2S+1 ... 6
Highest occupied orbital energy (spin up / spin down) ... -14.55 / -16.52 eV
Lowest unoccupied orbital energy (spin up / spin down) ... -6.81 / -8.56 eV

Atoms and positions in Å:
Fe 0.142 0.984 0.586
P -1.913 0.452 1.425
C -2.644 0.080 -0.202
C -1.845 0.256 -1.338
N -0.548 0.745 -1.152
C 0.259 1.052 -2.203
C -0.263 1.063 -3.514
C -1.558 0.600 -3.742
C -2.286 0.068 -2.683
C 1.745 1.331 -1.937
P 2.353 0.549 -0.410
H -3.224 -0.446 -2.845
H 0.398 1.422 -4.325
H -1.988 0.671 -4.757
H 2.337 1.015 -2.812
H 1.857 2.418 -1.843
H -2.617 -4.135 0.416
H -3.549 -0.489 -0.304
H 1.107 -3.395 1.156
O -1.677 -4.435 0.365
H -1.311 -4.427 -0.489
H 1.071 0.013 1.255
O 1.862 -3.236 1.726
H 1.611 -2.790 2.551
C 3.113 -1.007 -0.990
H 3.914 -0.830 -1.735
H 3.498 -1.541 -0.111
H 2.322 -1.628 -1.426
C 3.741 1.581 0.163
H 3.984 1.304 1.200
H 4.656 1.445 -0.443
H 3.469 2.647 0.143
C -2.776 2.109 1.428
H -3.862 1.949 1.286
H -2.588 2.731 2.315
H -2.393 2.632 0.528
C -2.548 -0.581 2.811
H -2.144 -0.272 3.785
H -3.649 -0.556 2.890
H -2.222 -1.616 2.640
C 0.976 0.438 2.359
H 2.054 0.439 2.537
H 0.507 -0.120 3.185
H 0.628 1.507 2.516

Results of the Löwdin charge analysis, in e, for atoms 1 through 4: number 1, Fe, carries 0.499; number 2, P, carries 0.877; number 3, C, carries -0.136; number 4, C, carries -0.302

=====

No. 2
C27H35BrIrN4P2 | ωB97M-V/def2-TZVPD

<S²> ... 8.80
Frontier orbital gap (spin up / spin down) ... 5.60 / 3.54 eV
Charge ... +2
2S+1 ... 6
Highest occupied orbital energy (spin up / spin down) ... -11.84 / -12.58 eV
Lowest unoccupied orbital energy (spin up / spin down) ... -6.23 / -9.04 eV

Atoms and positions in Å:
Ir 0.888 2.173 -1.167
C -0.783 1.879 -2.118
C 0.133 0.733 -2.283
C 0.805 0.661 -3.635
C 2.078 1.578 -3.726
C 2.263 2.522 -2.548
C 1.399 3.689 -2.241
C 0.186 4.064 -3.023
C -0.834 2.891 -3.229
C 0.307 1.869 0.685
H -1.673 1.706 -1.512
H -0.136 -0.222 -1.809
H 0.089 0.964 -4.404
H 1.070 -0.361 -3.926
H 2.914 0.870 -3.716
H 2.100 2.089 -4.688
H 3.295 2.690 -2.204
H 1.889 4.451 -1.623
H 0.429 4.579 -3.953
H -0.321 4.823 -2.419
H -1.826 3.342 -3.270
H -0.671 2.454 -4.218
H -0.338 2.761 0.758
H 1.102 1.941 1.402
H -0.331 1.024 0.937
P 1.359 -2.163 -0.608
P -1.909 -1.224 1.208
N 3.489 -0.074 0.149
N 1.763 -2.402 1.001
N -3.318 -0.378 0.466
N -2.863 -1.840 2.639
C -0.249 -3.040 -0.570
C -1.636 -2.560 -0.021
C 3.939 1.015 0.839
C 5.364 1.017 0.889
C 5.782 -0.155 0.192
C 4.585 -0.808 -0.220
C 1.957 -1.370 1.935
C 2.868 -1.783 2.900
C 3.232 -3.139 2.584
C 2.565 -3.482 1.430
C -3.363 1.118 0.512
C -4.670 1.446 -0.065
C -5.333 0.302 -0.406
C -4.511 -0.801 -0.016
C -4.033 -2.569 2.845
C -4.277 -2.651 4.223
C -3.217 -1.965 4.878
C -2.375 -1.478 3.901
H 0.104 -3.940 -0.047
H -0.411 -3.332 -1.624
H -2.249 -2.334 -0.905
H -2.116 -3.395 0.507
H 3.274 1.750 1.274
H 5.969 1.766 1.373
H 6.783 -0.511 0.009
H 4.503 -1.760 -0.728
H 1.413 -0.463 1.767
H 3.234 -1.162 3.706
H 3.880 -3.772 3.179
H 2.549 -4.385 0.861
H -2.503 1.551 0.017
H -5.031 2.455 -0.160
H -6.301 0.193 -0.895
H -4.736 -1.856 -0.117
H -4.640 -2.934 2.027
H -5.126 -3.126 4.693
H -3.096 -1.808 5.938
H -1.492 -0.866 3.991
Br -3.193 1.742 2.380

Results of the Löwdin charge analysis, in e, for atoms 1 through 4: number 1, Ir, carries 1.402; number 2, C, carries -0.293; number 3, C, carries -0.289; number 4, C, carries -0.169

=====

No. 3
C4H23N3O7 | ωB97M-V/def2-TZVPD

Frontier orbital gap ... 9.27 eV
Highest occupied orbital energy ... -9.28 eV
Lowest unoccupied orbital energy ... -0.01 eV

Atoms and positions in Å:
N -2.933 1.550 -2.158
C -2.044 0.473 -2.196
C -1.832 -0.379 -0.964
C -1.135 0.309 0.096
N 0.288 -0.083 0.021
C 1.125 0.027 1.048
N 0.636 0.216 2.348
O 2.326 -0.251 1.016
H -3.887 1.256 -1.994
H -2.552 2.436 -1.711
H -0.900 0.763 -2.629
H -2.426 -0.314 -2.945
H -2.814 -0.773 -0.569
H -1.132 -1.259 -1.431
H -1.213 1.421 -0.031
H -1.568 0.161 1.133
H 0.559 -0.525 -0.844
H 0.096 1.027 2.663
H 1.387 0.001 3.072
O -1.269 3.385 -0.883
H -0.877 2.927 -1.770
H -0.926 4.317 -0.753
O 2.655 -1.384 3.641
H 2.158 -2.051 2.984
H 3.351 -1.021 3.014
O 1.291 3.255 2.084
H 0.619 3.160 1.434
H 1.683 2.312 2.230
O 1.650 -3.262 -1.327
H 2.070 -2.392 -1.053
H 0.935 -3.238 -1.858
O -0.734 -3.725 1.107
H -0.533 -2.769 1.002
H -1.708 -3.746 1.056
O 2.255 -0.803 -1.690
H 2.518 -0.484 -0.690
H 2.882 -0.536 -2.452

Results of the Löwdin charge analysis, in e, for atoms 1 through 4: number 1, N, carries -0.014; number 2, C, carries -0.374; number 3, C, carries -0.241; number 4, C, carries -0.223

=====

No. 4
C37H32Br2NOP2W | ωB97M-V/def2-TZVPD

Frontier orbital gap ... 5.95 eV
Charge ... +3
Highest occupied orbital energy ... -16.30 eV
Lowest unoccupied orbital energy ... -10.35 eV

Atoms and positions in Å:
W 0.958 0.220 -0.402
C -2.972 -0.747 -1.522
C -2.014 -0.584 -2.701
P -0.597 0.492 -2.339
C 0.941 -0.237 -2.911
C 2.026 0.604 -3.264
C 3.206 0.062 -3.741
C 3.310 -1.311 -3.903
C 2.236 -2.158 -3.607
C 1.066 -1.634 -3.120
C -0.888 2.114 -3.030
C -0.658 2.315 -4.395
C -0.970 3.540 -4.960
C -1.520 4.548 -4.178
C -1.766 4.340 -2.826
C -1.451 3.122 -2.247
C -2.330 -1.470 -0.344
P -1.267 -0.464 0.758
C -2.272 0.907 1.340
C -1.774 2.206 1.433
C -2.568 3.235 1.913
C -3.875 2.967 2.302
C -4.384 1.677 2.211
C -3.589 0.647 1.734
C -0.893 -1.597 2.102
C -1.294 -1.340 3.411
C -1.025 -2.276 4.401
C -0.350 -3.449 4.091
C 0.061 -3.701 2.787
C -0.209 -2.778 1.791
H -3.823 -1.337 -1.863
H -3.376 0.220 -1.212
H -2.519 -0.100 -3.540
H -1.663 -1.556 -3.048
H 1.911 1.679 -3.203
H 4.028 0.710 -4.012
H 4.228 -1.736 -4.289
H 2.327 -3.223 -3.775
H 0.244 -2.304 -2.898
H -0.239 1.528 -5.012
H -0.789 3.708 -6.013
H -1.764 5.502 -4.627
H -2.208 5.126 -2.228
H -1.666 2.953 -1.197
H -1.756 -2.341 -0.672
H -3.098 -1.862 0.328
H -0.755 2.428 1.134
H -2.173 4.239 1.988
H -4.499 3.766 2.679
H -5.400 1.471 2.517
H -3.996 -0.355 1.684
H -1.831 -0.433 3.658
H -1.356 -2.094 5.415
H -0.154 -4.178 4.866
H 0.573 -4.624 2.547
H 0.095 -2.996 0.770
Br 4.412 -3.403 -0.965
C 3.847 -2.564 0.605
C 4.380 -2.998 1.842
C 4.021 -2.397 3.019
Br 4.770 -2.994 4.620
C 3.084 -1.320 3.025
C 2.672 -0.591 4.153
C 1.778 0.447 4.007
C 1.263 0.737 2.747
N 1.619 0.060 1.659
C 2.546 -0.938 1.788
C 2.941 -1.541 0.589
O 2.371 -1.006 -0.542
H 5.095 -3.809 1.840
H 3.070 -0.843 5.127
H 1.460 1.036 4.855
H 0.535 1.527 2.621
C 1.491 1.994 -0.579
H 0.691 2.735 -0.439
H 2.477 2.423 -0.753

Results of the Löwdin charge analysis, in e, for atoms 1 through 4: number 1, W, carries 1.384; number 2, C, carries -0.254; number 3, C, carries -0.269; number 4, P, carries 0.994

=====

No. 5
C21H26BBrF4N | ωB97M-V/def2-TZVPD

Frontier orbital gap ... 6.24 eV
Charge ... +1
Highest occupied orbital energy ... -12.01 eV
Lowest unoccupied orbital energy ... -5.77 eV

Atoms and positions in Å:
F -0.259 7.175 0.784
C -1.189 6.318 0.237
C -2.463 6.807 -0.030
C -3.373 5.904 -0.576
F -4.646 6.354 -0.853
C -3.055 4.581 -0.863
C -1.738 4.105 -0.603
C -1.390 2.756 -0.927
C -0.162 2.170 -0.646
C 0.248 0.940 -1.225
C 1.669 0.592 -1.202
C 2.348 0.041 -2.325
C 3.652 -0.394 -2.171
F 4.281 -1.013 -3.233
C 4.374 -0.287 -0.973
C 3.682 0.284 0.098
F 4.300 0.308 1.331
C 2.378 0.761 0.013
C -0.795 5.007 -0.028
H -2.734 7.847 0.184
H -3.795 3.905 -1.294
H -2.145 2.166 -1.454
H 0.510 2.674 0.054
H -0.338 0.553 -2.059
H 1.834 -0.044 -3.287
H 5.396 -0.630 -0.878
H 1.888 1.230 0.866
H 0.222 4.677 0.175
C 1.709 -3.285 1.977
C 0.746 -2.162 1.653
N -0.504 -2.637 0.910
C -0.124 -3.455 -0.315
C 0.677 -2.650 -1.313
C -1.265 -3.567 1.863
C -2.577 -4.054 1.285
B -1.335 -1.331 0.485
Br -2.070 -0.385 2.124
H -0.549 -0.386 -0.143
H 2.563 -2.848 2.497
H 1.259 -4.029 2.645
H 2.083 -3.785 1.076
H 0.382 -1.667 2.558
H 1.220 -1.382 1.033
H 0.445 -4.320 0.055
H -1.063 -3.802 -0.762
H 0.834 -3.260 -2.218
H 0.164 -1.734 -1.623
H 1.671 -2.387 -0.933
H -0.576 -4.414 2.025
H -1.405 -3.023 2.793
H -3.004 -4.748 2.013
H -3.298 -3.245 1.133
H -2.452 -4.612 0.353
H -2.230 -1.623 -0.287

Results of the Löwdin charge analysis, in e, for atoms 1 through 4: number 1, F, carries 0.059; number 2, C, carries -0.208; number 3, C, carries 0.109; number 4, C, carries -0.209

=====

No. 6
C5H8O | ωB97M-V/def2-TZVPD

Frontier orbital gap ... 10.73 eV
Highest occupied orbital energy ... -9.62 eV
Lowest unoccupied orbital energy ... 1.11 eV

Atoms and positions in Å:
C -1.826 0.453 0.341
C -0.475 -0.077 -0.036
C 0.680 -0.599 0.836
C 1.663 -0.238 -0.319
C 0.473 0.366 -1.062
O -0.407 -0.725 -1.308
H -1.838 0.841 1.364
H -2.585 -0.333 0.258
H -2.112 1.261 -0.341
H 0.836 0.071 1.690
H 0.652 -1.638 1.179
H 2.454 0.462 -0.038
H 2.095 -1.091 -0.849
H 0.427 1.240 -1.706

Results of the Löwdin charge analysis, in e, for atoms 1 through 4: number 1, C, carries -0.001; number 2, C, carries -0.449; number 3, C, carries -0.077; number 4, C, carries -0.098

=====

No. 7
C17H33BBrN3O3 | ωB97M-V/def2-TZVPD

Frontier orbital gap ... 8.52 eV
Highest occupied orbital energy ... -8.63 eV
Lowest unoccupied orbital energy ... -0.11 eV

Atoms and positions in Å:
O -0.581 -5.068 4.650
C -0.798 -4.554 3.433
C 0.284 -3.656 2.564
C 1.261 -2.706 3.505
B 2.493 -3.579 4.235
Br 4.245 -2.705 4.683
N -2.202 -4.813 2.846
C -2.892 -3.445 3.016
C -3.374 -3.059 4.545
C -4.070 -1.565 4.732
C -4.213 -0.580 3.401
C -3.744 -1.011 1.877
C -3.054 -2.489 1.694
H 0.909 -4.356 1.829
H -0.295 -2.894 1.849
H 0.639 -2.070 4.293
H 1.832 -1.895 2.840
H 2.220 -4.716 4.476
H -2.671 -5.509 3.494
H -3.198 -3.824 5.441
H -4.432 -1.278 5.813
H -4.685 0.490 3.520
H -3.836 -0.319 0.929
H -2.644 -2.924 0.668
C 3.508 -2.136 -0.603
O 2.461 -1.433 0.048
C 2.349 -0.055 -0.323
C 1.656 0.192 -1.682
C 2.530 -0.132 -2.892
N 0.396 -0.560 -1.784
H 4.390 -1.506 -0.761
H 3.151 -2.539 -1.552
H 3.794 -2.983 0.024
H 1.736 0.410 0.458
H 3.330 0.434 -0.276
H 1.420 1.262 -1.736
H 2.589 -1.205 -3.099
H 2.120 0.337 -3.793
H 3.549 0.248 -2.755
H -0.229 -0.253 -1.041
H 0.602 -1.533 -1.544
C -1.724 6.235 -3.493
O -1.885 4.893 -3.927
C -0.698 4.293 -4.457
C 0.314 3.816 -3.390
C 1.099 4.946 -2.730
N -0.347 3.016 -2.347
H -1.027 6.792 -4.129
H -1.390 6.251 -2.453
H -2.698 6.726 -3.530
H -1.039 3.415 -5.017
H -0.226 4.961 -5.189
H 1.043 3.174 -3.900
H 0.522 5.477 -1.967
H 1.988 4.548 -2.228
H 1.439 5.676 -3.473
H -0.771 2.198 -2.781
H -1.148 3.558 -2.010

Results of the Löwdin charge analysis, in e, for atoms 1 through 4: number 1, O, carries -0.054; number 2, C, carries -0.273; number 3, C, carries -0.123; number 4, C, carries -0.226

=====

No. 8
CHN2O2P | ωB97M-V/def2-TZVPD

Frontier orbital gap ... 9.07 eV
Highest occupied orbital energy ... -10.93 eV
Lowest unoccupied orbital energy ... -1.86 eV

Atoms and positions in Å:
C -1.213 0.566 0.521
N -1.835 1.280 -0.103
N 1.133 0.065 -0.283
O 1.498 1.171 -0.075
O 1.310 -0.595 -1.295
P 0.067 -0.506 1.190
H -0.959 -1.980 0.045

Results of the Löwdin charge analysis, in e, for atoms 1 through 4: number 1, C, carries -0.589; number 2, N, carries 0.104; number 3, N, carries -0.635; number 4, O, carries 0.003

=====

Looking at E for the records above, in order, we have -2623.80435; -4628.96140; -857.06747; -7456.04443; -3868.62609; -270.48396; -3656.01969; -639.83506 hartree.
Looking at ΔE to the lowest compared entry with this formula, charge and spin for the records above, in order, we have 0.000; 1.418; 4.709; 0.000; 0.335; 2.012; 10.356; 2.297 eV.